1.
Entry from the OMol25 dataset: a molecular structure, C49H66Br2CdN10O3PS in a non-equilibrium geometry (ωB97M-V/def2-TZVPD).

Each line ends with the Löwdin charge.
Element x y z (Å)
Cd  -0.817  0.355  -0.926  1.330
O  -0.254  1.432  -3.128  -0.255
N  -0.555  0.629  -4.109  -0.230
C  -1.060  1.147  -5.250  -0.027
C  -1.381  0.362  -6.327  -0.067
C  -1.209  -1.017  -6.232  -0.078
C  -0.718  -1.542  -5.059  -0.102
C  -0.365  -0.722  -3.980  -0.678
S  0.309  -1.348  -2.535  0.593
H  -1.181  2.220  -5.236  0.134
H  -1.759  0.820  -7.230  0.104
H  -1.466  -1.663  -7.060  0.105
H  -0.577  -2.606  -4.933  0.100
C  -5.908  2.443  3.105  -0.031
C  -4.863  1.839  4.058  -0.556
C  -5.477  0.625  4.762  -0.061
C  -4.457  2.865  5.124  -0.050
C  -3.662  1.456  3.206  -0.151
C  -2.768  2.427  2.755  0.011
C  -1.742  2.060  1.908  -0.126
N  -1.544  0.817  1.481  0.058
C  -2.358  -0.137  1.941  -0.204
C  -3.423  0.154  2.791  0.051
C  -2.014  -1.525  1.560  -0.207
C  -2.390  -2.602  2.365  0.052
C  -1.946  -3.883  2.080  -0.152
C  -1.124  -4.019  0.962  0.006
C  -0.816  -2.908  0.200  -0.171
N  -1.252  -1.684  0.480  0.044
C  -2.293  -5.093  2.935  -0.558
C  -1.003  -5.640  3.563  -0.038
C  -2.938  -6.165  2.043  -0.042
C  -3.273  -4.748  4.059  -0.064
H  -6.790  2.769  3.659  0.089
H  -6.217  1.701  2.367  0.093
H  -5.497  3.299  2.566  0.088
H  -6.291  0.952  5.409  0.086
H  -4.736  0.111  5.379  0.093
H  -5.894  -0.085  4.047  0.081
H  -5.278  3.025  5.825  0.085
H  -4.207  3.831  4.686  0.076
H  -3.591  2.510  5.686  0.093
H  -2.873  3.464  3.039  0.114
H  -1.026  2.796  1.563  0.091
H  -4.074  -0.648  3.104  0.103
H  -2.993  -2.413  3.239  0.098
H  -0.714  -4.979  0.681  0.114
H  -0.187  -3.002  -0.674  0.032
H  -0.262  -5.887  2.803  0.081
H  -1.220  -6.542  4.138  0.087
H  -0.565  -4.899  4.235  0.092
H  -2.260  -6.493  1.256  0.078
H  -3.841  -5.773  1.571  0.094
H  -3.211  -7.036  2.641  0.087
H  -2.839  -4.030  4.757  0.086
H  -3.516  -5.651  4.619  0.087
H  -4.204  -4.338  3.661  0.090
Br  -6.524  -1.359  -4.633  0.709
C  -5.061  -0.926  -3.499  -0.698
C  -4.237  -1.957  -3.020  -0.136
C  -3.182  -1.572  -2.216  -0.192
N  -2.908  -0.318  -1.878  0.002
C  -3.715  0.690  -2.341  -0.242
C  -4.826  0.375  -3.172  -0.084
C  -3.382  2.024  -1.967  -0.237
C  -4.166  3.147  -2.352  -0.083
C  -3.748  4.398  -2.012  -0.695
Br  -4.794  5.912  -2.501  0.705
C  -2.556  4.595  -1.299  -0.145
C  -1.867  3.453  -0.932  -0.208
N  -2.248  2.216  -1.216  0.007
H  -4.415  -2.991  -3.270  0.086
H  -2.510  -2.327  -1.823  0.078
H  -5.474  1.153  -3.545  0.088
H  -5.084  3.020  -2.904  0.089
H  -2.203  5.584  -1.049  0.086
H  -0.938  3.546  -0.382  0.073
C  4.616  2.792  0.538  -0.111
N  3.211  3.145  0.461  -0.305
C  2.563  3.334  1.748  -0.100
P  2.214  2.854  -0.847  0.544
O  1.001  2.081  -0.482  -0.350
N  1.807  4.381  -1.381  -0.289
C  0.829  4.477  -2.467  -0.113
C  2.756  5.479  -1.353  -0.107
N  3.252  2.156  -1.970  -0.280
C  3.169  2.587  -3.361  -0.097
C  3.290  0.699  -1.830  -0.123
H  5.177  3.608  1.005  0.083
H  5.002  2.630  -0.464  0.069
H  4.769  1.885  1.137  0.076
H  3.030  4.165  2.286  0.085
H  2.631  2.437  2.370  0.067
H  1.511  3.567  1.593  0.067
H  0.338  3.516  -2.617  0.049
H  1.312  4.773  -3.405  0.082
H  0.073  5.227  -2.228  0.076
H  3.446  5.346  -0.524  0.071
H  2.215  6.419  -1.220  0.086
H  3.333  5.561  -2.284  0.077
H  3.216  3.673  -3.423  0.058
H  2.263  2.234  -3.866  0.083
H  4.036  2.187  -3.891  0.086
H  3.603  0.447  -0.813  0.068
H  4.007  0.298  -2.545  0.075
H  2.319  0.243  -2.010  0.001
C  6.559  -0.906  -1.816  -0.073
C  5.724  -2.087  -1.326  -0.197
N  6.129  -2.561  -0.012  -0.053
C  7.428  -3.230  0.054  -0.200
C  7.322  -4.735  -0.173  -0.067
C  5.378  -2.610  1.119  -0.406
O  5.789  -3.198  2.113  0.054
C  4.079  -1.856  1.257  -0.100
C  3.967  -1.119  2.437  -0.010
C  2.787  -0.465  2.727  -0.054
C  1.731  -0.576  1.831  -0.138
N  1.799  -1.313  0.731  0.077
C  2.943  -1.938  0.455  -0.105
H  6.192  -0.583  -2.790  0.069
H  7.610  -1.165  -1.932  0.063
H  6.483  -0.069  -1.120  0.077
H  5.816  -2.916  -2.035  0.124
H  4.679  -1.796  -1.301  0.080
H  7.848  -3.043  1.041  0.120
H  8.079  -2.778  -0.692  0.104
H  6.749  -5.182  0.638  0.072
H  8.315  -5.185  -0.194  0.075
H  6.825  -4.954  -1.120  0.069
H  4.808  -1.097  3.117  0.123
H  2.677  0.111  3.636  0.104
H  0.784  -0.075  2.003  0.084
H  2.914  -2.574  -0.425  0.118

Atoms 1-6, force components in eV/Å:
-0.028 0.253 -0.335
0.112 0.026 -0.021
-0.024 -0.276 -0.056
-0.100 0.139 -0.168
0.029 -0.064 0.001
0.006 -0.015 0.099

Results
Multiplicity: 2
Relative energy (zero: lowest compared OMol25 entry of this formula, charge and spin): 2.2 kcal/mol
HOMO energy (spin up / spin down): -4.446 / -7.279 eV
Orbital gap (spin up / spin down): 4.45 / 7.28 eV
Net charge: 0

---

2.
Entry from the OMol25 dataset: a molecular structure, C49H69BBrN10OTl in a non-equilibrium geometry (ωB97M-V/def2-TZVPD).

Each line ends with the Löwdin charge.
Element x y z (Å)
Tl  0.049  0.341  -0.227  0.889
C  -2.069  2.535  -2.715  -0.069
C  -1.578  1.422  -3.640  -0.355
C  -0.059  1.479  -3.803  -0.065
C  -2.021  0.083  -3.127  -0.283
C  -2.661  -0.918  -3.856  0.028
C  -2.945  -1.922  -2.941  -0.200
C  -3.696  -3.163  -3.338  -0.345
C  -5.205  -2.929  -3.182  -0.049
C  -3.267  -4.472  -2.670  -0.059
N  -2.488  -1.510  -1.737  0.050
N  -1.911  -0.306  -1.859  0.032
B  -2.627  -2.217  -0.367  -0.502
N  -1.288  -2.905  0.007  0.047
N  -0.111  -2.266  -0.108  0.038
C  0.837  -3.073  0.360  -0.275
C  0.263  -4.269  0.785  0.035
C  -1.094  -4.126  0.549  -0.202
C  -2.157  -5.113  0.916  -0.363
C  -1.691  -6.543  0.640  -0.062
C  -2.499  -4.948  2.401  -0.053
C  2.278  -2.684  0.428  -0.377
C  2.798  -2.847  1.857  -0.061
C  3.116  -3.522  -0.540  -0.051
N  -2.972  -1.220  0.775  0.062
N  -2.032  -0.341  1.147  0.015
C  -2.460  0.322  2.210  -0.291
C  -3.719  -0.156  2.562  0.020
C  -4.023  -1.133  1.623  -0.189
C  -5.394  -1.761  1.641  -0.347
C  -5.613  -3.119  0.987  -0.061
C  -6.391  -0.745  1.062  -0.058
C  -1.658  1.421  2.834  -0.380
C  -2.396  2.758  2.710  -0.057
C  -1.369  1.110  4.303  -0.064
H  -1.709  3.504  -3.060  0.076
H  -3.156  2.559  -2.692  0.081
H  -1.704  2.358  -1.707  0.034
H  -2.031  1.555  -4.630  0.137
H  0.424  1.352  -2.836  0.014
H  0.274  0.691  -4.473  0.073
H  0.249  2.438  -4.213  0.081
H  -2.888  -0.914  -4.906  0.110
H  -3.502  -3.268  -4.414  0.132
H  -5.459  -2.757  -2.139  0.056
H  -5.511  -2.055  -3.754  0.080
H  -5.758  -3.796  -3.539  0.080
H  -3.844  -4.660  -1.773  0.059
H  -3.436  -5.305  -3.350  0.079
H  -2.215  -4.446  -2.402  0.082
H  -3.485  -3.008  -0.446  0.089
H  0.767  -5.112  1.215  0.109
H  -3.050  -4.915  0.321  0.099
H  -0.829  -6.786  1.257  0.071
H  -2.484  -7.252  0.872  0.078
H  -1.416  -6.659  -0.405  0.080
H  -1.622  -5.168  3.007  0.083
H  -2.812  -3.926  2.606  0.074
H  -3.299  -5.628  2.688  0.079
H  2.346  -1.629  0.153  0.073
H  2.822  -3.896  2.143  0.075
H  3.806  -2.447  1.940  0.077
H  2.159  -2.314  2.553  0.070
H  3.043  -4.579  -0.292  0.079
H  2.777  -3.385  -1.565  0.068
H  4.163  -3.229  -0.483  0.078
H  -4.333  0.152  3.386  0.114
H  -5.633  -1.879  2.707  0.137
H  -5.590  -3.039  -0.095  0.049
H  -4.865  -3.834  1.311  0.058
H  -6.593  -3.495  1.277  0.083
H  -6.177  -0.562  0.011  0.085
H  -7.407  -1.125  1.155  0.076
H  -6.328  0.202  1.595  0.073
H  -0.706  1.486  2.288  0.074
H  -3.252  2.774  3.382  0.082
H  -1.736  3.584  2.970  0.066
H  -2.760  2.904  1.694  0.080
H  -2.295  1.132  4.873  0.077
H  -0.927  0.121  4.406  0.077
H  -0.691  1.850  4.725  0.078
Br  2.931  -1.648  -6.826  0.729
C  2.965  -1.089  -5.009  -0.679
C  1.935  -1.468  -4.163  -0.121
C  1.948  -1.028  -2.857  -0.048
C  2.977  -0.204  -2.385  -0.277
C  4.010  0.156  -3.257  -0.006
C  4.004  -0.285  -4.565  -0.123
N  2.872  0.156  -1.056  0.042
C  3.687  0.878  -0.399  -0.087
C  3.479  1.095  1.025  -0.265
C  4.411  1.826  1.771  -0.012
C  4.217  1.975  3.133  -0.055
C  3.101  1.393  3.713  -0.036
C  2.224  0.695  2.890  -0.133
N  2.397  0.552  1.593  0.072
H  1.132  -2.091  -4.527  0.111
H  1.157  -1.305  -2.174  0.073
H  4.819  0.787  -2.923  0.104
H  4.798  -0.011  -5.243  0.100
H  4.578  1.358  -0.823  0.124
H  5.278  2.251  1.289  0.109
H  4.925  2.527  3.736  0.109
H  2.917  1.480  4.774  0.107
H  1.349  0.210  3.300  0.104
C  -1.125  8.351  3.298  -0.067
C  -1.859  7.081  2.878  -0.196
N  -1.259  6.448  1.713  -0.060
C  -1.945  6.577  0.445  -0.202
C  -1.779  7.961  -0.180  -0.064
C  -0.072  5.828  1.885  -0.447
O  0.473  5.743  2.971  0.073
C  0.574  5.219  0.674  -0.117
C  1.696  5.809  0.103  -0.001
C  2.331  5.170  -0.949  -0.045
C  1.830  3.950  -1.378  -0.141
N  0.771  3.373  -0.834  0.042
C  0.158  3.992  0.160  -0.107
H  -1.657  8.829  4.115  0.074
H  -1.048  9.052  2.472  0.064
H  -0.123  8.099  3.633  0.070
H  -2.901  7.302  2.642  0.119
H  -1.826  6.365  3.705  0.120
H  -3.010  6.380  0.615  0.124
H  -1.566  5.819  -0.241  0.109
H  -2.258  8.722  0.430  0.067
H  -2.240  7.969  -1.163  0.074
H  -0.726  8.207  -0.286  0.075
H  2.070  6.753  0.477  0.124
H  3.193  5.621  -1.419  0.104
H  2.281  3.409  -2.199  0.106
H  -0.707  3.484  0.564  0.098

Atoms 1-6, force components in eV/Å:
-0.250 0.139 0.102
-0.033 -0.079 -0.189
0.183 0.099 0.203
-0.224 0.002 -0.096
-0.256 -0.297 -0.046
0.078 -0.151 0.223

Results
Multiplicity: 1
HOMO energy: -7.426 eV
Orbital gap: 6.83 eV
Net charge: 0

---

3.
Entry from the OMol25 dataset: 7 unconnected molecules or ions with the total composition C49H69Cl2F13INO24P in a non-equilibrium geometry (ωB97M-V/def2-TZVPD).

Each line ends with the Löwdin charge.
Element x y z (Å)
C  -1.351  4.765  -3.212  -0.018
C  -1.633  5.355  -4.689  -0.385
O  -1.028  6.437  -4.970  0.041
O  -2.531  4.752  -5.615  -0.100
C  -1.816  3.891  -6.568  -0.164
C  -2.842  3.443  -7.724  -0.144
C  -3.131  1.844  -7.719  -0.185
C  -3.749  1.478  -6.282  -0.223
C  -5.110  0.579  -6.356  -0.173
C  -5.348  0.090  -4.810  -0.193
C  -5.987  1.402  -4.081  -0.193
C  -6.786  1.128  -2.724  -0.179
N  -6.008  0.886  -1.456  -0.261
P  -4.820  2.295  -1.368  0.828
O  -4.201  2.450  0.246  -0.300
Cl  -3.060  1.965  -2.468  0.417
C  -5.242  -0.442  -1.491  -0.240
C  -6.070  -1.737  -1.920  -0.032
C  -4.375  -0.668  -0.122  -0.269
C  -3.813  -2.140  0.087  -0.100
C  -2.818  -2.687  -1.041  -0.057
C  -1.366  -1.975  -1.032  -0.255
F  -1.563  -0.735  -1.767  -0.017
F  -0.986  -1.580  0.283  0.058
C  -0.237  -2.785  -1.839  -0.202
F  -0.546  -4.145  -2.095  0.092
F  -0.113  -2.164  -3.135  0.073
C  1.232  -2.738  -1.193  -0.194
F  2.126  -3.189  -2.230  0.083
F  1.587  -1.385  -0.950  0.097
C  1.463  -3.730  0.048  -0.165
F  1.990  -4.946  -0.513  0.082
F  0.242  -4.134  0.692  0.084
C  2.581  -3.238  1.107  -0.170
F  3.722  -2.649  0.472  0.100
F  3.089  -4.443  1.712  0.083
C  2.011  -2.354  2.316  -0.304
F  1.140  -3.038  3.186  0.120
F  1.384  -1.151  1.920  0.106
F  3.144  -1.971  3.108  0.072
O  -5.053  -0.242  1.074  -0.210
C  -6.479  -0.113  0.931  -0.603
I  -7.176  0.320  2.946  1.090
C  -6.961  0.924  -0.248  -0.401
O  -8.283  0.401  -0.603  -0.007
C  -7.314  2.321  0.394  -0.157
C  -7.725  3.569  -0.507  -0.640
O  -8.814  3.616  -1.144  0.000
Cl  -6.684  5.096  -0.671  0.660
H  -0.543  5.369  -2.652  0.112
H  -2.289  4.814  -2.531  0.034
H  -1.017  3.681  -3.348  0.055
H  -1.356  3.023  -5.984  0.134
H  -0.976  4.544  -7.008  0.112
H  -2.432  3.793  -8.757  0.112
H  -3.847  3.958  -7.495  0.125
H  -2.086  1.356  -7.837  0.117
H  -3.738  1.491  -8.618  0.118
H  -3.919  2.462  -5.696  0.093
H  -2.928  0.915  -5.687  0.110
H  -4.849  -0.297  -7.047  0.121
H  -5.952  1.247  -6.739  0.116
H  -6.077  -0.785  -4.885  0.108
H  -4.305  -0.179  -4.435  0.087
H  -6.828  1.695  -4.832  0.138
H  -5.300  2.310  -4.101  0.075
H  -7.520  0.280  -3.008  0.150
H  -7.510  2.032  -2.653  0.144
H  -3.331  2.913  0.099  0.066
H  -4.401  -0.423  -2.289  0.112
H  -5.339  -2.620  -2.095  0.102
H  -6.608  -1.656  -2.941  0.087
H  -6.845  -2.126  -1.184  0.087
H  -3.457  0.029  -0.252  0.131
H  -3.261  -2.189  1.103  0.148
H  -4.709  -2.864  0.210  0.139
H  -2.667  -3.815  -0.821  0.148
H  -3.197  -2.606  -2.114  0.130
H  -6.869  -1.188  0.736  0.109
H  -8.246  -0.568  -0.746  0.104
H  -6.577  2.717  1.194  0.115
H  -8.302  2.169  0.988  0.124
C  2.832  4.256  -9.249  -0.018
C  1.654  4.004  -10.165  -0.340
C  0.347  4.484  -9.607  -0.111
O  -0.590  3.612  -10.232  0.038
C  0.078  2.450  -10.485  -0.533
O  -0.450  1.424  -10.806  0.157
O  1.421  2.607  -10.321  0.093
H  2.902  5.310  -8.971  0.093
H  2.762  3.650  -8.341  0.093
H  3.763  3.967  -9.745  0.089
H  1.847  4.430  -11.156  0.163
H  0.141  5.524  -9.866  0.149
H  0.264  4.363  -8.524  0.112
C  -7.216  -3.100  8.484  -0.018
C  -7.328  -2.345  7.177  -0.345
C  -8.003  -1.012  7.311  -0.107
O  -8.569  -0.826  6.017  0.008
C  -8.803  -2.073  5.517  -0.567
O  -9.467  -2.298  4.545  0.132
O  -8.188  -3.028  6.268  0.090
H  -6.721  -2.499  9.250  0.093
H  -8.200  -3.404  8.849  0.096
H  -6.640  -4.019  8.340  0.089
H  -6.342  -2.250  6.708  0.160
H  -7.299  -0.211  7.545  0.143
H  -8.812  -1.003  8.047  0.146
C  5.792  -0.752  3.090  -0.025
C  7.080  -0.890  3.873  -0.338
C  7.322  -2.277  4.392  -0.105
O  8.114  -2.036  5.549  0.048
C  7.771  -0.795  5.999  -0.535
O  8.079  -0.355  7.069  0.157
O  7.029  -0.124  5.074  0.091
H  5.743  -1.477  2.274  0.085
H  4.923  -0.883  3.737  0.074
H  5.716  0.253  2.666  0.092
H  7.927  -0.532  3.277  0.162
H  7.861  -2.901  3.676  0.144
H  6.408  -2.795  4.699  0.143
C  10.940  -3.887  6.703  -0.010
C  12.057  -2.969  7.145  -0.334
C  11.672  -1.519  7.160  -0.103
O  12.921  -0.870  6.940  0.067
C  13.688  -1.742  6.226  -0.539
O  14.715  -1.451  5.682  0.151
O  13.131  -2.986  6.208  0.083
H  10.041  -3.739  7.304  0.099
H  10.694  -3.730  5.648  0.090
H  11.250  -4.931  6.797  0.062
H  12.448  -3.289  8.117  0.163
H  11.239  -1.213  8.113  0.147
H  10.989  -1.240  6.352  0.134
C  13.198  -9.063  6.244  -0.021
C  13.101  -7.859  7.156  -0.345
C  13.524  -8.140  8.568  -0.108
O  12.768  -7.189  9.308  0.068
C  11.639  -6.946  8.584  -0.542
O  10.676  -6.362  9.003  0.147
O  11.744  -7.456  7.324  0.073
H  14.201  -9.495  6.261  0.092
H  12.473  -9.831  6.526  0.093
H  12.962  -8.775  5.215  0.087
H  13.657  -7.016  6.732  0.162
H  14.594  -7.987  8.720  0.144
H  13.254  -9.143  8.914  0.143
C  -4.523  9.578  -1.379  -0.012
C  -3.907  8.343  -1.999  -0.329
C  -4.836  7.604  -2.915  -0.095
O  -4.351  6.268  -2.825  0.044
C  -3.781  6.148  -1.596  -0.593
O  -3.460  5.099  -1.097  0.035
O  -3.622  7.360  -1.004  0.105
H  -4.918  10.251  -2.142  0.097
H  -5.325  9.312  -0.686  0.095
H  -3.773  10.119  -0.795  0.092
H  -2.969  8.599  -2.503  0.167
H  -4.785  7.967  -3.942  0.151
H  -5.879  7.617  -2.583  0.135

Atoms 1-6, force components in eV/Å:
-0.635 -0.225 -0.473
2.294 3.803 0.331
-2.742 -4.412 0.477
1.663 0.074 1.515
0.322 0.233 -0.767
-0.271 -0.256 -0.265

Results
Multiplicity: 1
HOMO energy: -11.372 eV
Orbital gap: 8.34 eV
Net charge: +1

---

E readings, ordered: -8735.47973, -5302.85662, -6626.33684 a.u.